# 1
The ion CH3N2OS with charge +1 in a non-equilibrium geometry, computed with ωB97M-V with the def2-TZVPD basis set.

The HOMO energy (alpha / beta) comes out at -14.9 / -14.9 eV. The value obtained for the largest force on an atom is 0.101 Eh/bohr. The value obtained for the LUMO energy (alpha / beta) is -0.31905 / -0.31873 Eh. The calculation puts the total energy at -16934.9788 eV. The energy above the lowest of the compared OMol25 structures with the same formula, charge and spin is 3.659 eV. Its orbital gap (alpha / beta) is 6.2 / 6.3 eV.

ORCA input file:
```
! RIJCOSX wB97M-V def2-TZVPD def2/J DEFGRID3
* xyz 1 1
S 2.8322 0.0595 -0.1759
O 1.3013 0.0760 -0.3664
N -0.8075 -1.0494 -0.5125
N 0.3670 0.6636 0.3359
C -0.7790 0.0649 0.0380
H 0.4575 1.3795 1.0160
H -1.6584 -1.5794 -0.7206
H -1.7132 0.3853 0.3856
*
```

---

# 2
An isolated molecule of CH3N2PS in a non-equilibrium geometry, computed with ωB97M-V with the def2-TZVPD basis set.

The HOMO energy comes out at -9.9 eV. The value obtained for the largest force on an atom is 0.055 Eh/bohr. The value obtained for the LUMO energy is 0.01238 Eh. The calculation puts the total energy at -24189.4559 eV. The energy above the lowest of the compared OMol25 structures with the same formula, charge and spin is 0.581 eV. Its structure (SMILES) is N#CP(N)S. Its orbital gap is 10.3 eV.

ORCA input file:
```
! RIJCOSX wB97M-V def2-TZVPD def2/J DEFGRID3
* xyz 0 1
S 1.2642 1.2391 -0.9474
P -0.0948 -0.4203 -1.2364
N -1.7939 1.4438 -2.7333
N -1.0391 -0.2983 0.1771
C -1.1520 0.6759 -2.1747
H -1.1543 0.5254 0.6553
H -1.3469 -1.0117 0.8390
H 2.6072 0.6813 -1.1814
*
```

---

# 3
A structure of composition CH3N2PS in a non-equilibrium geometry, computed with ωB97M-V with the def2-TZVPD basis set.

The HOMO energy (alpha / beta) comes out at -6.8 / -8.9 eV. The value obtained for the largest force on an atom is 0.055 Eh/bohr. The value obtained for the LUMO energy (alpha / beta) is 0.01291 / -0.10981 Eh. The calculation puts the total energy at -24184.6474 eV. The energy above the lowest of the compared OMol25 structures with the same formula, charge and spin is 0.978 eV. Its orbital gap (alpha / beta) is 7.2 / 5.9 eV.

ORCA input file:
```
! RIJCOSX wB97M-V def2-TZVPD def2/J DEFGRID3
* xyz 0 3
S 0.3976 -0.0858 1.6999
P -1.1086 1.0911 1.1983
N -0.2831 -0.1369 -1.1237
N -1.1073 0.6983 -0.7059
C 0.6527 -0.9048 -0.5814
H 1.6779 -0.9583 -0.9986
H 0.2005 -1.8774 -0.3036
H -0.4297 2.1738 0.8149
*
```

---

# 4
A cluster of 2 separate species, CH3N2S3 in total in a non-equilibrium geometry, computed with ωB97M-V with the def2-TZVPD basis set.

The HOMO energy (alpha / beta) comes out at -13.7 / -13.7 eV. The value obtained for the largest force on an atom is 0.119 Eh/bohr. The value obtained for the LUMO energy (alpha / beta) is -0.24003 / -0.23963 Eh. The calculation puts the total energy at -36562.5624 eV. The energy above the lowest of the compared OMol25 structures with the same formula, charge and spin is 0.117 eV. Its orbital gap (alpha / beta) is 7.1 / 7.2 eV.

ORCA input file:
```
! RIJCOSX wB97M-V def2-TZVPD def2/J DEFGRID3
* xyz 1 1
S 1.0709 -1.7880 -2.3141
S 2.9203 -1.0385 -2.2346
S 3.2677 0.0154 -0.6705
N -0.9632 0.5343 -0.7999
N 0.3567 -0.9061 0.6243
C -0.4008 -0.1413 -0.0282
H 0.9380 -1.4083 -0.0569
H 0.2277 -1.3434 1.5234
H -1.6008 0.7416 -1.4540
*
```

---

# 5
A cluster of 2 separate species, CH3N3 in total in a non-equilibrium geometry, computed with ωB97M-V with the def2-TZVPD basis set.

The HOMO energy comes out at -8.5 eV. The value obtained for the largest force on an atom is 0.043 Eh/bohr. The value obtained for the LUMO energy is 0.02721 Eh. The calculation puts the total energy at -5552.9949 eV. The energy above the lowest of the compared OMol25 structures with the same formula, charge and spin is 2.886 eV. Its structure (SMILES) is [H]/N=N\[H].C#N. Its orbital gap is 9.2 eV.

ORCA input file:
```
! RIJCOSX wB97M-V def2-TZVPD def2/J DEFGRID3
* xyz 0 1
N 1.6703 -0.5140 -0.0664
N -1.0445 0.2168 0.0996
N 2.1740 0.5237 -0.4716
C -2.0778 -0.2790 0.2743
H -3.0647 -0.7998 0.2712
H 0.7126 -0.5330 0.2607
H 1.6300 1.3853 -0.3678
*
```

---

# 6
A structure of composition CH3N3O in a non-equilibrium geometry, computed with ωB97M-V with the def2-TZVPD basis set.

The HOMO energy comes out at -9.3 eV. The value obtained for the largest force on an atom is 0.033 Eh/bohr. The value obtained for the LUMO energy is -0.02783 Eh. The calculation puts the total energy at -7600.7036 eV. The energy above the lowest of the compared OMol25 structures with the same formula, charge and spin is 2.899 eV. Its orbital gap is 8.6 eV.

ORCA input file:
```
! RIJCOSX wB97M-V def2-TZVPD def2/J DEFGRID3
* xyz 0 1
O 3.1927 -0.3675 0.3631
N 1.1319 0.7941 0.3306
N -1.6787 -0.3276 -0.1415
N -0.9066 0.1526 -0.9531
C 2.1475 0.1626 0.3181
H -2.4318 -0.9729 -0.4267
H -1.5753 -0.2025 0.8861
H 0.1203 0.7611 -0.3766
*
```

---

# 7
A cluster of 2 separate species, CH3N3O in total in a non-equilibrium geometry, computed with ωB97M-V with the def2-TZVPD basis set.

The HOMO energy comes out at -9.2 eV. The value obtained for the largest force on an atom is 0.051 Eh/bohr. The value obtained for the LUMO energy is 0.02814 Eh. The calculation puts the total energy at -7601.5003 eV. The energy above the lowest of the compared OMol25 structures with the same formula, charge and spin is 2.102 eV. Its structure (SMILES) is [H]/N=N/[H].N=C=O. Its orbital gap is 9.9 eV.

ORCA input file:
```
! RIJCOSX wB97M-V def2-TZVPD def2/J DEFGRID3
* xyz 0 1
O 2.5475 0.9284 1.1488
N -1.5183 0.4445 -0.3561
N -0.6993 1.3507 -0.3728
N 2.0834 -0.3856 -0.7493
C 2.3268 0.2650 0.2265
H -1.6335 -0.0130 -1.3061
H -0.5493 1.6497 0.7038
H 2.6460 -1.0634 -1.1581
*
```

---

# 8
A cluster of 2 separate species, CH3N3O in total in a non-equilibrium geometry, computed with ωB97M-V with the def2-TZVPD basis set.

The HOMO energy (alpha / beta) comes out at -9.0 / -9.9 eV. The value obtained for the largest force on an atom is 0.087 Eh/bohr. The value obtained for the LUMO energy (alpha / beta) is 0.03538 / -0.04618 Eh. The calculation puts the total energy at -7598.5066 eV. The energy above the lowest of the compared OMol25 structures with the same formula, charge and spin is 0.916 eV. Its orbital gap (alpha / beta) is 10.0 / 8.6 eV.

ORCA input file:
```
! RIJCOSX wB97M-V def2-TZVPD def2/J DEFGRID3
* xyz 0 3
O 1.2960 -0.1300 1.2761
N -0.6672 -1.0439 -0.0237
N 2.0055 0.7454 1.7213
N -0.8527 1.2544 -0.7264
C -0.6214 0.0898 -0.4143
H -0.2800 -1.7489 -0.4953
H 1.7074 1.1387 2.7286
H -0.5768 2.0164 -0.2373
*
```